Computed, not measured: 7 unconnected molecules or ions with the total composition C4H22O9 in a non-equilibrium geometry, with the ωB97M-V functional and the def2-TZVPD basis.

Geometry as ORCA input:
```
! wB97M-V def2-TZVPD RIJCOSX def2/J DEFGRID3
* xyz 0 1
O -16.00691 27.14681 -9.14888
H -15.50627 27.66509 -8.51135
H -16.01627 26.24624 -8.78830
O -16.49345 25.04226 -7.26604
H -17.14090 24.40095 -6.95763
H -15.98607 25.27462 -6.47555
O -13.69375 22.16751 -5.79372
H -14.59727 22.36299 -5.52596
H -13.30139 23.02664 -5.98067
O -12.20097 22.75890 -9.06060
H -11.82969 22.99674 -8.20835
H -13.17092 22.93789 -8.97152
O -14.85277 23.31705 -8.79007
H -15.12265 23.94643 -8.09089
H -15.57108 23.33738 -9.43784
C -12.70182 20.26390 -11.69118
C -11.87871 19.33081 -10.81561
O -12.73967 18.64377 -9.92010
O -13.63199 21.09550 -11.02687
H -13.22896 19.64734 -12.42418
H -12.05642 20.88315 -12.32286
H -11.24706 19.96675 -10.18361
H -11.28311 18.65794 -11.43650
H -12.35705 18.60389 -9.04495
H -13.08953 21.74226 -10.55166
C -19.12400 22.13823 -9.72819
C -20.17131 23.20366 -9.47581
O -20.77375 23.04371 -8.16710
O -17.80678 22.52044 -9.30552
H -19.04740 22.00902 -10.81422
H -19.32123 21.11145 -9.41261
H -20.96688 23.20879 -10.21743
H -19.73357 24.20535 -9.50787
H -20.05845 23.17285 -7.53867
H -17.86214 22.75281 -8.37543
*
```

Results
* lowest unoccupied orbital energy: -0.030 Ha
* electronic energy: -842.68447 hartree

***

Computed, not measured: 9 unconnected molecules or ions with the total composition C4H23O10 in a non-equilibrium geometry, with the ωB97M-V functional and the def2-TZVPD basis.

Geometry as ORCA input:
```
! wB97M-V def2-TZVPD RIJCOSX def2/J DEFGRID3
* xyz -1 1
O 2.35669 -1.59070 1.13991
C 1.16256 -1.43841 0.73928
O 0.93777 -0.81490 -0.34643
C 0.01807 -2.14724 1.34266
C -1.23504 -1.21929 1.32299
C -2.42502 -2.09279 1.27353
H 0.38341 -2.12287 2.39526
H -0.21915 -3.21041 1.12698
H -0.83708 -0.71488 0.36337
H -1.33079 -0.39175 2.01413
H -2.99588 -1.94057 0.30867
H -2.25399 -3.19106 1.53440
H -2.96928 -1.81374 2.21778
H -1.49408 2.38559 -2.32390
H -2.52834 1.50148 -1.77275
O -2.21872 2.31241 -1.66384
H -0.75424 -2.10637 -1.02380
H -1.00555 -2.54012 -2.46707
O -1.50030 -2.16295 -1.71213
H 0.32327 2.54215 -2.59194
H 0.39227 1.00579 -2.68020
O -0.13456 1.87150 -3.06576
H -1.17311 2.36251 1.20587
H -1.63368 3.14690 -0.18403
O -0.99999 3.18746 0.64929
H 2.83183 1.00753 -0.02779
H 2.83686 -0.04595 1.11640
O 2.97406 0.91074 0.92772
H 0.65629 0.42204 2.32983
H 0.92968 1.76455 1.82342
O 0.24503 1.11929 1.99071
H 0.27620 2.85813 -0.44256
H 1.50392 2.03812 -0.37392
O 1.12942 2.68541 -0.95364
H 2.18514 -1.04050 -1.49956
H 3.47292 -1.38723 -0.91686
O 3.09343 -1.14989 -1.77605
*
```

Results
* lowest unoccupied orbital energy: 0.114 Ha
* electronic energy: -918.63497 hartree

***

Computed, not measured: 13 unconnected molecules or ions with the total composition C4H24BO20 in a non-equilibrium geometry, with the ωB97M-V functional and the def2-TZVPD basis.

Geometry as ORCA input:
```
! wB97M-V def2-TZVPD RIJCOSX def2/J DEFGRID3
* xyz -1 1
O -0.76489 3.12459 0.05066
C -0.42038 2.02079 0.33141
O -0.93943 0.88233 -0.10041
B -0.21414 -0.25518 0.49872
O 0.76124 0.36873 1.44179
C 0.69297 1.68149 1.34180
O 1.30458 2.49660 1.97881
O 0.46901 -1.11200 -0.47129
C -0.15377 -2.29066 -0.51963
O 0.08902 -3.20219 -1.24126
C -1.11834 -2.33876 0.68483
O -1.12648 -1.14517 1.25230
O -1.67671 -3.32835 1.03185
O 2.30988 -0.29900 -2.66417
H 1.96350 -0.48616 -1.78309
H 3.06708 -0.88481 -2.76198
O 1.72518 -0.84189 4.18142
H 1.44920 -0.49769 3.32211
H 2.38581 -0.21381 4.48842
O -2.64012 5.07350 1.41269
H -2.58901 4.69996 2.30003
H -2.02651 4.53169 0.89961
O -0.77320 4.51777 -3.31461
H -0.63759 4.33594 -2.37656
H -1.42214 5.22732 -3.33695
O -3.20490 -0.51335 -1.32348
H -2.31286 -0.16996 -1.46839
H -3.13489 -1.47080 -1.40669
O -1.28173 -5.57067 -2.98374
H -1.03461 -6.47121 -2.75079
H -1.66144 -5.21156 -2.16934
O -0.67033 3.65187 3.91569
H -0.03156 3.13767 3.39828
H -0.14961 4.04518 4.62257
O 0.57404 -2.78608 -4.32877
H 0.02787 -2.16841 -3.83532
H 0.16136 -3.64212 -4.14938
O -2.90239 -5.77849 -0.40560
H -2.09181 -5.28216 -0.20767
H -2.75469 -6.65318 -0.03242
O 2.46370 -4.51492 -2.18215
H 1.65688 -3.97756 -2.28054
H 2.76720 -4.31717 -1.29167
O 0.93762 5.55093 1.64587
H 0.72187 5.66559 2.57508
H 0.34774 4.84685 1.35230
O 4.10517 3.41826 1.94009
H 3.22781 3.00375 1.95970
H 4.52477 3.14249 2.75987
*
```

Results
* lowest unoccupied orbital energy: 0.069 Ha
* electronic energy: -1696.83588 hartree

***

Computed, not measured: 8 unconnected molecules or ions with the total composition C4H24N2O7 in a non-equilibrium geometry, with the ωB97M-V functional and the def2-TZVPD basis.

Geometry as ORCA input:
```
! wB97M-V def2-TZVPD RIJCOSX def2/J DEFGRID3
* xyz 0 1
C -1.27526 -0.36738 -0.93008
C -1.41148 -0.40810 0.62097
C -0.63941 -1.57869 1.17873
C 0.53858 -1.43108 1.81930
N -1.20723 -2.84615 0.95816
N 0.08334 -0.12201 -1.43187
H -1.74009 -1.28870 -1.35834
H -1.95696 0.42990 -1.34614
H -2.46110 -0.44879 0.91070
H -1.01147 0.56910 1.01935
H 1.13513 -2.24622 2.25438
H 1.01192 -0.52895 1.97092
H -2.18537 -2.84973 0.75646
H -0.87929 -3.53421 1.61829
H 0.61255 0.45370 -0.77570
H 0.61858 -0.96793 -1.54694
H 0.56138 2.47292 -0.35358
H -0.40420 2.51264 -1.52669
O -0.17095 3.01042 -0.76908
H 2.22165 -2.22049 -0.94482
H 2.45996 -1.02039 -0.06463
O 2.73743 -1.41970 -0.89162
H -0.22811 0.81745 -3.21263
H -0.55599 0.45619 -4.56833
O -0.60372 1.16939 -3.97027
H -0.13027 0.93290 3.26327
H -0.40381 2.24274 2.58441
O 0.32871 1.70570 2.94732
H 0.60051 -3.87183 -1.94308
H 0.16842 -3.32838 -0.52036
O 0.95093 -3.41804 -1.12852
H -1.07330 3.05946 0.70135
H -2.44476 3.25461 1.43067
O -1.53379 3.03167 1.52088
H 1.30157 1.65677 1.51345
H 2.54081 1.83069 0.67901
O 1.64575 1.55871 0.62147
*
```

Results
* lowest unoccupied orbital energy: 0.013 Ha
* electronic energy: -802.99923 hartree

***

Computed, not measured: 7 unconnected molecules or ions with the total composition C4H24N3O7 in a non-equilibrium geometry, with the ωB97M-V functional and the def2-TZVPD basis.

Geometry as ORCA input:
```
! wB97M-V def2-TZVPD RIJCOSX def2/J DEFGRID3
* xyz 1 1
N 0.57164 1.03902 -0.12897
C -0.64274 0.12484 -0.29842
C -1.77681 0.72272 0.56835
C -1.39184 0.48620 2.06348
N -0.53816 -0.68926 2.32829
C -0.93029 -0.02750 -1.78387
N -2.14893 -0.65442 -2.04001
O -0.13895 0.21843 -2.65558
H 0.78798 1.03461 0.86501
H 1.40105 0.66743 -0.59266
H 0.39387 2.02514 -0.34574
H -0.25952 -0.84012 0.07390
H -2.10796 1.70689 0.32461
H -2.59931 -0.01423 0.42672
H -0.90848 1.42479 2.41704
H -2.37656 0.60593 2.58052
H 0.27460 -0.33220 2.81041
H -1.05679 -1.35361 2.87743
H -2.85404 -0.37328 -1.38458
H -2.41377 -0.74057 -3.02805
H 4.03297 -0.17373 -0.47798
H 3.55272 -1.32356 0.42947
O 3.30359 -0.45042 0.09007
H -1.10548 3.07863 -3.01619
H -0.04418 2.97020 -1.97510
O -0.91212 2.61429 -2.19267
H -4.02469 -1.86312 1.28730
H -3.38938 -2.55969 0.12893
O -3.16617 -1.95755 0.85063
H 2.17881 -3.60342 -0.36947
H 1.52093 -2.61075 0.67591
O 1.54555 -2.89329 -0.24246
H 1.94422 0.51411 -2.90955
H 2.94261 0.05196 -1.88720
O 2.43377 0.82923 -2.13768
H 2.63293 1.32446 2.80396
H 3.00573 0.37119 1.64382
O 2.26321 0.65068 2.22034
*
```

Results
* lowest unoccupied orbital energy: -0.097 Ha
* electronic energy: -857.54376 hartree

***

Q: Which gap between HOMO and LUMO values were calculated for the entries above? A: 8.69, 9.23, 10.51, 9.35, 10.01, in eV.
Q: Which ΔE to the lowest compared entry with this formula, charge and spin values were calculated for the entries above? A: 39.5, 61.0, 20.1, 19.9, 42.3, in kcal per mole.
Q: Which E_HOMO values were calculated for the entries above? A: -9.5152, -6.1401, -8.6383, -8.9824, -12.6645, in eV.